Below is a cluster of 12 separate species, C48H96O24S12 in total in a non-equilibrium geometry, with properties calculated with the ωB97M-V functional and the def2-TZVPD basis.

The orbital gap is 9.329 eV. The SMILES is O=S1(=O)CCCC1.O=S1(=O)CCCC1.O=S1(=O)CCCC1.O=S1(=O)CCCC1.O=S1(=O)CCCC1.O=S1(=O)CCCC1.O=S1(=O)CCCC1.O=S1(=O)CCCC1.O=S1(=O)CCCC1.O=S1(=O)CCCC1.O=S1(=O)CCCC1.O=S1(=O)CCCC1. For the HOMO energy, the calculation gives -9.524 eV.

Positions of all 180 atoms, in Å:
S 0.87 -4.96 -2.60
S 4.20 -0.22 -5.52
S -2.37 3.76 2.34
S -6.00 0.50 1.68
S 3.45 -1.35 3.18
S -2.12 0.52 6.92
S 1.75 0.15 -0.92
S 3.57 5.76 -2.37
S 0.75 -4.74 2.23
S -3.86 -3.03 -1.23
S 3.75 2.57 4.47
S -2.23 -1.15 -6.05
O -5.89 1.52 2.71
O 5.09 -1.38 -5.51
O 2.73 -0.92 -1.06
O 2.97 -0.34 -6.28
O -3.18 -2.90 0.03
O 0.48 -3.70 1.30
O -1.79 1.82 7.51
O 4.97 6.01 -2.12
O -3.07 -2.10 -6.70
O -1.99 -0.66 7.74
O -6.05 -0.87 2.11
O -3.28 3.84 3.48
O 4.63 2.81 3.36
O 2.79 -2.38 3.99
O 2.04 1.51 -1.38
O -1.70 -1.47 -4.73
O 2.84 -0.07 2.93
O 3.76 1.34 5.21
O 0.05 -4.81 -1.43
O -4.50 -1.85 -1.79
O 3.05 5.76 -3.72
O 0.50 -5.84 -3.72
O 2.11 -5.23 2.51
O -1.49 2.62 2.12
C 1.24 -3.34 -3.33
C 5.25 -2.68 1.76
C -3.35 -5.31 -2.38
C -0.24 -6.19 1.81
C -1.39 0.29 5.24
C -7.46 0.90 0.60
C -0.36 -0.29 0.69
C -0.05 -4.43 3.86
C 3.84 3.94 5.65
C 0.19 -0.50 -1.68
C 2.03 2.89 3.94
C 5.47 1.98 -4.64
C -6.87 1.26 -0.79
C 3.84 -2.06 1.61
C -2.80 -3.87 -2.47
C 2.46 6.97 -1.58
C -3.12 5.63 0.60
C 5.79 -2.58 3.22
C -5.31 1.38 -0.72
C -5.15 -4.32 -1.05
C -2.54 -0.33 4.46
C -4.30 -5.59 -1.22
C 2.03 4.95 -0.33
C -3.85 0.54 6.33
C 2.24 6.43 -0.15
C -0.51 -5.81 4.25
C -1.21 0.58 -7.85
C -3.33 4.14 0.81
C -1.63 5.86 0.83
C -2.97 0.49 -6.03
C 2.59 4.84 5.44
C 2.62 -5.38 -2.30
C -1.13 -6.51 3.02
C 3.88 0.25 -3.77
C 1.11 0.10 0.83
C 1.44 3.92 4.94
C -0.48 -1.21 -0.52
C 3.39 -4.40 -3.16
C 5.18 -1.26 3.73
C 4.20 1.75 -3.77
C 5.09 1.29 -5.95
C -2.01 1.41 -6.81
C -0.85 -0.73 -7.16
C -1.40 5.38 2.26
C -4.71 0.63 0.41
C 2.47 -3.67 -4.20
C 2.92 4.36 -1.42
C -3.85 0.39 4.82
H 2.95 -2.80 -4.64
H -4.55 -0.39 0.06
H -1.58 6.95 0.74
H -3.30 0.85 -5.06
H -1.28 1.72 -6.05
H 2.26 -4.42 -4.96
H -0.93 5.48 0.08
H -0.14 -0.60 -6.35
H -4.92 -6.46 -1.45
H 0.29 -0.85 -2.71
H 1.52 -2.81 -2.41
H 5.09 -3.71 1.45
H -1.05 -5.86 5.19
H 1.68 -0.65 1.37
H 0.68 -3.99 4.53
H -1.26 -7.57 3.24
H -2.16 -6.22 2.82
H -4.64 -0.30 4.51
H -5.87 -4.19 -1.86
H 4.03 -1.20 0.96
H -3.76 0.98 0.82
H -4.35 1.40 6.78
H 6.30 1.34 -4.31
H 3.41 2.35 -4.23
H -3.59 6.12 1.46
H 2.85 -6.43 -2.51
H -3.81 -5.73 -0.26
H -5.49 -3.99 -0.07
H 4.57 -0.19 -3.05
H 3.83 -3.58 -2.58
H 4.20 -4.81 -3.77
H -2.21 -0.18 3.42
H 5.90 -2.28 0.99
H 2.86 -0.07 -3.62
H 0.38 -7.05 1.56
H 0.30 -2.99 -3.75
H 1.52 6.87 0.53
H -0.83 -3.74 3.55
H -1.07 0.52 0.51
H 2.84 -5.17 -1.26
H -0.29 1.03 -8.21
H 4.50 2.05 -6.48
H 1.32 1.07 1.28
H 2.31 3.92 -2.20
H 0.41 -6.38 4.41
H -2.43 2.27 -7.31
H -2.88 3.48 0.06
H 4.78 4.47 5.53
H -3.83 1.30 4.22
H -3.00 -3.29 -3.37
H -0.47 -0.27 5.39
H -1.30 1.34 4.96
H -2.54 -6.04 -2.36
H 0.96 4.73 -0.41
H 3.19 6.53 0.39
H -4.39 3.94 0.95
H 5.50 -3.38 3.90
H 3.75 3.66 -1.30
H -0.34 0.46 -1.83
H -7.30 2.20 -1.09
H 3.73 3.54 6.66
H -1.88 6.00 3.01
H -4.29 -0.26 6.93
H 3.03 -2.68 1.23
H -1.86 0.34 -8.69
H 2.25 4.37 0.58
H -1.79 -3.61 -2.16
H 2.78 5.64 4.72
H -0.72 -1.61 -7.78
H -3.91 0.52 -6.59
H -3.81 -5.36 -3.37
H -2.69 -1.41 4.48
H 5.54 -0.27 3.46
H -7.06 0.38 -1.41
H -4.93 1.02 -1.68
H 5.77 1.11 -6.78
H 6.87 -2.50 3.08
H -7.91 1.75 1.12
H 5.73 3.02 -4.81
H 2.13 3.52 3.05
H -0.78 -0.66 1.63
H 1.56 6.83 -2.19
H 4.50 2.03 -2.77
H 1.00 3.45 5.83
H 2.84 7.95 -1.85
H -0.40 5.14 2.61
H -3.64 5.93 -0.31
H -5.08 2.44 -0.75
H -1.45 -1.52 -0.90
H -0.70 -5.76 0.91
H -8.11 0.04 0.67
H 0.00 -2.15 -0.25
H 1.29 2.11 3.83
H 5.25 -1.31 4.82
H 0.62 4.57 4.62
H 2.29 5.38 6.34